{
  "formula": "C12H21Br6F9NbS",
  "method": "ωB97M-V/def2-TZVPD",
  "molar_mass_g_mol": 940.679,
  "lumo_energy_ev": 1.83,
  "homo_lumo_gap_ev": 5.9735,
  "e_homo_ev": -4.1,
  "total_charge": -1,
  "species": ["F", "C", "F", "F", "C", "F", "F", "C", "F", "F", "C", "F", "F", "C", "C", "Nb", "S", "H", "H", "H", "H", "H", "H", "H", "H", "H", "Br", "C", "C", "Br", "H", "H", "H", "H", "Br", "C", "C", "Br", "H", "H", "H", "H", "Br", "C", "C", "Br", "H", "H", "H", "H"],
  "xyz": [[-3.316, 0.184, 2.790], [-4.113, 0.513, 1.549], [-5.147, 1.506, 2.027], [-3.297, 1.237, 0.549], [-4.953, -0.770, 0.979], [-6.299, -0.248, 0.542], [-5.263, -1.737, 2.096], [-4.300, -1.528, -0.315], [-4.161, -0.644, -1.532], [-5.311, -2.571, -0.733], [-2.915, -2.362, -0.010], [-3.041, -3.415, 1.026], [-2.592, -3.091, -1.294], [-1.607, -1.432, 0.318], [-0.169, -2.246, 0.062], [0.943, -1.503, -1.799], [2.316, -0.911, -3.821], [-1.539, -0.448, -0.312], [-1.625, -1.235, 1.494], [0.528, -1.989, 0.991], [-0.379, -3.411, 0.060], [1.414, 0.059, -0.996], [-0.505, -0.649, -2.470], [0.450, -3.038, -2.623], [2.436, -2.327, -1.124], [1.519, -0.180, -4.721], [-0.061, 2.787, -1.479], [-0.557, 3.278, 0.343], [0.623, 3.168, 1.279], [0.990, 1.308, 1.739], [-1.398, 2.640, 0.628], [-0.900, 4.314, 0.274], [0.407, 3.658, 2.233], [1.547, 3.582, 0.865], [1.797, 6.572, 0.368], [2.218, 7.042, 2.213], [3.703, 6.947, 2.477], [4.266, 5.091, 2.682], [1.620, 6.388, 2.853], [1.871, 8.073, 2.329], [3.958, 7.428, 3.426], [4.314, 7.380, 1.680], [1.662, -4.550, -1.463], [2.590, -6.179, -2.002], [4.086, -5.968, -2.041], [4.617, -4.979, -3.636], [2.169, -6.483, -2.964], [2.325, -6.921, -1.243], [4.609, -6.926, -2.114], [4.469, -5.414, -1.180]],
  "nbo_charge": [-0.313, 0.939, -0.331, -0.299, 0.580, -0.316, -0.305, 0.607, -0.307, -0.336, 0.658, -0.347, -0.345, -0.524, -0.906, 1.493, -0.514, 0.279, 0.234, 0.229, 0.237, -0.414, -0.425, -0.365, -0.404, 0.158, 0.017, -0.463, -0.455, 0.002, 0.230, 0.220, 0.212, 0.239, -0.002, -0.454, -0.454, -0.002, 0.232, 0.226, 0.225, 0.233, 0.095, -0.490, -0.443, -0.017, 0.224, 0.218, 0.212, 0.232]
}